Record 1
This record from OMol25 describes a molecular structure, C18H16ClIN3NaO2S2 in a non-equilibrium geometry. The level of theory is ωB97M-V with the def2-TZVPD basis set.

XYZ file:
```
44
Properties=species:S:1:pos:R:3:forces:R:3:mulliken_charge:R:1
Na 1.0287 -0.7666 -0.3740 1.7 0.9 0.3 1.44
Cl -5.8721 0.0609 -0.2789 0.0 0.0 0.0 -0.28
C -4.2369 -0.5186 -0.4400 -0.1 -0.3 0.0 0.61
C -4.0205 -1.8570 -0.6421 -0.1 0.2 0.1 -0.47
C -2.7217 -2.3400 -0.7872 0.5 -0.3 0.0 -0.02
I -2.3716 -4.3936 -1.0601 -0.2 0.3 0.0 -0.01
C -1.5792 -1.5261 -0.7644 -0.3 -0.4 -0.1 0.47
O -0.3931 -1.9767 -0.9395 -1.3 -1.0 -0.5 -1.15
C -1.8305 -0.1214 -0.4972 -0.4 0.1 0.0 0.03
N -0.7447 0.6807 -0.3747 -0.2 0.3 0.0 0.16
C -0.9168 1.9528 -0.1112 0.1 -0.1 0.0 -0.31
C -2.1822 2.5457 0.0310 -0.1 0.0 0.0 -0.93
C -3.2940 1.7615 -0.0915 0.0 0.0 0.0 -0.91
C -3.1542 0.3793 -0.3476 0.3 0.0 0.0 0.05
H -4.8568 -2.5409 -0.6904 0.0 0.0 0.0 0.42
H -0.0144 2.5487 -0.0027 0.0 0.0 0.0 0.38
H -2.2575 3.6046 0.2384 0.0 0.0 0.0 0.41
H -4.2887 2.1747 0.0066 0.0 0.0 0.0 0.43
C 3.2789 1.9138 -1.8096 0.0 0.0 0.0 -0.82
C 3.1868 1.8059 -0.3259 0.3 0.4 0.3 0.52
N 2.4915 0.9156 0.3018 0.1 -0.1 0.0 -0.18
C 2.5884 1.0316 1.6718 0.3 0.4 0.0 -0.19
C 3.3855 2.0532 2.0885 0.0 0.0 0.0 -0.38
S 4.0346 2.8895 0.7420 -0.2 -0.3 -0.2 -0.22
C 1.8511 0.0940 2.5188 -0.2 -0.2 0.4 -0.02
C 1.8138 0.0771 3.8803 0.0 0.0 0.0 -0.48
S 0.8045 -1.1929 4.4262 -0.1 0.0 -0.4 -0.20
C 0.4707 -1.6303 2.7753 0.1 0.1 0.6 0.44
N 1.0902 -0.8825 1.9212 0.1 0.0 0.0 -0.26
C -0.4650 -2.7311 2.4129 0.0 0.0 -0.1 -0.85
H 2.6803 1.1203 -2.2531 0.0 0.0 0.0 -0.04
H 4.3135 1.8032 -2.1363 0.0 0.0 0.0 0.39
H 2.9181 2.8825 -2.1563 0.0 0.0 0.0 0.34
H 3.6259 2.3561 3.0943 0.0 0.0 0.0 0.41
H 2.3170 0.7258 4.5784 0.0 0.0 0.0 0.41
H -0.7221 -3.3422 3.2755 0.0 0.0 0.0 0.47
H -0.0201 -3.3559 1.6392 0.0 0.0 0.0 0.22
H -1.3817 -2.3090 1.9949 0.0 0.0 0.0 0.14
C 0.9164 -0.4347 -3.8810 0.0 0.0 0.1 -0.73
O 1.4557 -1.0936 -2.7436 -0.1 -0.1 0.0 -0.60
H 0.1351 -1.0293 -4.3584 0.0 0.0 0.0 0.36
H 1.7210 -0.2845 -4.6005 0.0 0.0 0.0 0.26
H 0.4891 0.5380 -3.6128 0.0 0.0 0.0 0.24
H 0.7271 -1.5883 -2.3180 -0.1 -0.1 -0.2 0.46
```
Forces are in eV/Å.

Output
Kohn-Sham gap   7.1 eV
LUMO energy   0.0874 eV
2S+1   1

Record 2
This record from OMol25 describes a molecular structure, C18H16CrN6O3S2 in a non-equilibrium geometry. The level of theory is ωB97M-V with the def2-TZVPD basis set.

XYZ file:
```
46
Properties=species:S:1:pos:R:3:forces:R:3:mulliken_charge:R:1
Cr 0.5626 1.4291 0.7748 0.4 0.1 0.4 0.21
N 4.0847 3.8826 0.0930 0.0 0.0 -0.2 -0.42
C 2.8694 3.3051 0.2198 -0.2 -0.4 0.6 0.56
S 2.4366 2.6240 1.7514 0.3 0.2 -0.1 -0.49
N 2.0904 3.3225 -0.8433 0.2 0.2 -0.5 -1.45
N 0.9193 2.6828 -0.6481 0.0 1.3 -1.5 1.15
C -0.0321 2.9272 -1.5072 0.8 0.0 0.3 -0.88
C -1.3009 2.3299 -1.2146 -0.7 -0.4 0.2 0.99
C -2.4522 2.5116 -1.9863 0.4 0.1 0.0 -0.96
C -3.6320 1.9220 -1.5845 -0.1 -0.2 0.2 -0.18
C -3.6486 1.1713 -0.4121 -0.1 0.1 -0.2 -0.96
C -2.4796 1.0452 0.3120 0.0 -0.1 0.1 -0.13
N -1.3258 1.5884 -0.0769 -0.4 0.2 -0.4 0.35
H 4.6119 4.0531 0.9284 0.0 0.0 0.0 0.22
H 4.2567 4.4474 -0.7212 0.0 0.0 0.0 0.25
H 0.1412 3.5916 -2.3445 0.0 0.0 0.0 0.35
H -2.3934 3.1250 -2.8760 0.0 0.0 0.0 0.43
H -4.5357 2.0478 -2.1662 0.0 0.0 0.0 0.44
H -4.5541 0.6948 -0.0654 0.0 0.0 0.0 0.43
H -2.4658 0.4981 1.2458 0.1 0.0 0.0 0.27
O -0.6479 -2.2563 5.1233 0.0 0.1 0.1 -0.52
C -0.7153 -2.6903 3.8427 0.0 -0.1 -0.2 0.91
C -0.8147 -4.0482 3.5444 0.0 0.0 0.2 -0.72
C -0.8406 -4.4876 2.2326 0.0 0.0 0.0 -0.51
C -0.7385 -3.5731 1.1958 0.0 0.0 -0.1 -0.84
C -0.6314 -2.2230 1.4915 0.0 -0.1 0.1 0.24
C -0.6499 -1.7580 2.8022 0.0 0.1 0.1 0.24
C -0.6596 -0.2644 3.0625 0.2 0.0 0.0 0.04
O -1.2949 0.2123 3.9813 -0.1 0.0 -0.1 -0.64
O 0.0284 0.4128 2.1998 -0.6 -1.0 1.4 -0.29
H -0.6727 -3.0112 5.7169 0.0 -0.1 0.0 0.30
H -0.8741 -4.7595 4.3625 0.0 0.0 0.0 0.25
H -0.9291 -5.5462 2.0238 0.0 0.0 0.0 0.37
H -0.7345 -3.9092 0.1666 0.0 0.0 0.0 0.40
H -0.5225 -1.5047 0.6892 0.0 0.1 0.0 0.27
S 2.3765 -0.3576 0.0886 -0.2 -0.2 -0.7 -0.37
C 1.7954 -0.6323 -1.4618 1.1 -0.2 1.2 0.13
N 2.6656 -1.1753 -2.3927 -0.4 0.2 -0.5 -0.01
C 2.3318 -1.2970 -3.6945 0.0 0.0 0.3 -0.12
C 1.0627 -0.9964 -4.0783 0.0 -0.1 -0.5 -0.82
C 0.1749 -0.5552 -3.0816 0.3 0.1 0.7 0.00
N 0.5317 -0.3552 -1.8319 -0.7 -0.1 -0.7 -0.04
H 3.6016 -1.3729 -2.0712 0.0 0.0 0.1 0.28
H 3.1096 -1.6250 -4.3685 0.0 -0.1 0.0 0.39
H 0.7590 -1.0818 -5.1100 0.0 0.0 0.0 0.40
H -0.8638 -0.3443 -3.3120 0.0 0.0 -0.1 0.48
```
Forces are in eV/Å.

Output
Kohn-Sham gap (spin up / spin down)   6.1 / 6.9 eV
LUMO energy (spin up / spin down)   -0.8190 / -0.8648 eV
2S+1   5

Record 3
This record from OMol25 describes C18H16N2O2S in the gas phase. The level of theory is ωB97M-V with the def2-TZVPD basis set.

XYZ file:
```
39
Properties=species:S:1:pos:R:3:forces:R:3:mulliken_charge:R:1
C 2.1087 1.1245 5.3041 0.3 -0.1 0.3 -0.67
O 1.3600 0.9979 4.1024 -0.1 0.3 0.0 -0.23
C 1.2946 -0.2178 3.5656 -0.1 -0.2 -0.2 0.18
O 1.8195 -1.1948 4.0277 0.0 0.0 0.0 -0.60
C 0.4686 -0.2303 2.3026 -0.1 0.2 -0.2 0.16
S -0.0028 1.4492 1.7972 0.0 0.1 0.0 -0.33
C -0.8180 1.0467 0.2974 0.2 -0.4 0.2 0.95
N -0.9044 -0.2176 -0.0191 0.1 0.2 0.3 -0.31
C -1.4984 -0.5409 -1.1841 -0.4 0.2 -0.4 0.50
C -1.5107 -2.0049 -1.5148 0.1 0.1 0.0 -1.24
C -0.0806 -2.4639 -1.6244 0.0 -0.2 0.0 0.36
C 0.5958 -2.9377 -0.5084 0.0 -0.1 0.0 -0.21
C 1.9287 -3.2994 -0.5960 0.0 0.0 0.1 -0.60
C 2.5991 -3.1918 -1.8027 0.1 0.0 0.0 -0.40
C 1.9311 -2.7190 -2.9196 0.1 0.0 -0.1 -0.56
C 0.5998 -2.3521 -2.8294 0.0 0.0 0.0 -0.32
N -2.0124 0.3007 -2.0338 -0.2 -0.5 -0.4 -0.63
C -1.9597 1.6167 -1.7268 0.3 0.4 0.6 -0.12
C -2.5150 2.5629 -2.6077 0.0 0.2 0.0 -0.30
C -2.4601 3.8963 -2.3020 -0.1 -0.2 -0.2 -0.44
C -1.8545 4.3414 -1.1177 0.1 0.1 0.3 -0.74
C -1.3046 3.4450 -0.2404 0.0 0.1 0.0 -0.67
C -1.3488 2.0734 -0.5282 -0.3 -0.2 -0.6 0.58
H 1.6521 0.5293 6.0972 0.0 0.1 -0.1 0.29
H 3.1327 0.7796 5.1493 -0.1 0.0 0.0 0.30
H 2.0927 2.1804 5.5598 0.0 -0.1 0.0 0.24
H -0.4419 -0.8095 2.4651 0.2 -0.1 0.0 0.37
H 1.0255 -0.6984 1.4893 0.0 -0.1 0.2 0.18
H -2.0470 -2.1437 -2.4525 0.0 0.0 0.1 0.40
H -2.0165 -2.5452 -0.7131 0.0 0.0 0.0 0.36
H 0.0754 -3.0229 0.4342 -0.1 0.0 0.1 0.35
H 2.4444 -3.6651 0.2801 0.0 0.0 0.1 0.40
H 3.6392 -3.4748 -1.8725 0.1 0.0 0.0 0.38
H 2.4496 -2.6320 -3.8634 0.0 0.0 -0.1 0.38
H 0.0818 -1.9738 -3.6990 -0.1 0.0 -0.1 0.40
H -2.9770 2.2039 -3.5136 0.0 0.0 -0.1 0.47
H -2.8876 4.6220 -2.9785 0.0 0.0 -0.1 0.38
H -1.8251 5.3989 -0.9022 0.0 0.1 0.0 0.40
H -0.8343 3.7663 0.6778 0.0 0.2 0.0 0.34
```
Forces are in eV/Å.

Output
Kohn-Sham gap   8.7 eV
LUMO energy   0.0308 eV
SMILES string   COC(=O)CSc1nc(Cc2ccccc2)nc2ccccc12
2S+1   1

Record 4
This record from OMol25 describes a molecular structure, C18H16N2O3S in a non-equilibrium geometry. The level of theory is ωB97M-V with the def2-TZVPD basis set.

XYZ file:
```
40
Properties=species:S:1:pos:R:3:forces:R:3:mulliken_charge:R:1
C -5.7579 -2.2935 1.2616 -2.0 9.3 -1.1 -1.69
C -4.8583 -1.4401 0.2457 -3.5 -1.1 7.8 0.53
N -4.2495 -0.2887 0.7639 -3.5 -4.8 3.1 -0.30
C -3.6409 0.3963 -0.0130 3.1 4.6 -4.5 0.09
C -3.5073 0.0437 -1.5084 2.4 5.8 5.2 -0.38
C -4.2119 -0.9669 -1.8606 -1.1 -2.8 -4.8 -0.20
C -4.9981 -1.8490 -0.9395 2.9 1.7 -8.8 -0.46
H -5.4291 -2.5650 -1.6384 -0.7 -0.7 1.8 0.33
H -4.1135 -1.0534 -3.0644 -0.8 -0.7 2.9 0.19
H -2.9111 0.8660 -1.9483 -0.6 -1.4 -1.0 0.56
N -3.1812 1.7083 0.6777 1.4 -0.3 -19.6 -0.23
S -1.9268 2.5284 0.0635 4.3 -0.2 7.8 1.07
O -1.9456 2.5870 -1.3307 -1.5 1.7 -2.7 -0.60
O -1.7042 3.5802 1.1583 -0.9 -2.4 -4.3 -0.66
C -0.3926 1.3630 0.2126 -3.5 2.1 2.5 0.37
C 0.7706 1.9904 0.4449 6.1 2.8 -2.1 -0.82
C 2.0466 1.1319 0.4719 -4.5 10.0 0.0 -0.17
C 1.9122 -0.1485 0.6164 9.6 4.6 -0.5 0.50
C 0.8124 -0.6244 0.5080 -16.2 -9.2 2.5 -0.36
C -0.4862 0.0530 0.5913 1.3 -1.7 -3.3 -0.12
H -1.4593 -0.4967 0.4097 1.6 0.3 0.8 0.21
H 0.5613 -1.7088 0.8363 1.3 1.4 -1.1 0.21
O 3.0357 -0.7711 0.7465 0.1 -6.5 3.8 -0.51
C 4.2120 -0.4350 0.3960 -2.6 4.0 -8.8 1.15
C 5.3809 -0.6242 0.7597 5.6 -6.7 13.1 -0.21
C 6.7345 -0.4603 0.5368 -2.4 -1.0 0.7 -0.85
C 6.8303 -0.0485 -0.6823 2.3 6.9 -7.9 -0.41
C 5.7511 0.5942 -1.4914 -3.6 -5.7 5.2 -0.75
C 4.3614 0.0855 -0.9058 5.7 3.5 -2.7 -0.38
H 3.6125 0.2985 -1.5594 -2.6 0.5 -1.5 0.64
H 5.8512 1.0147 -2.4727 0.0 0.0 -0.1 0.37
H 7.7786 0.3574 -1.1578 -0.4 -1.3 0.9 0.25
H 7.5406 -0.6823 1.1761 0.4 -0.5 0.7 0.43
H 5.2108 -1.4065 1.9317 0.6 2.3 -2.7 -0.03
H 2.9343 1.7288 0.4251 0.5 -0.2 0.3 0.45
H 0.9010 3.2998 0.2728 -0.4 -4.4 0.7 0.16
H -3.2978 1.5710 1.4733 -1.9 -1.9 16.8 0.28
H -6.8600 -2.2625 1.1552 0.4 0.5 -1.1 0.34
H -5.7326 -1.8774 2.2088 0.9 0.5 2.2 0.46
H -5.5739 -3.1950 1.2289 2.5 -9.0 -0.1 0.53
```
Forces are in eV/Å.

Output
Kohn-Sham gap   9.1 eV
LUMO energy   0.2261 eV
2S+1   1